{"formula": "C36H44AsF6N4O14S3", "method": "the ωB97M-V functional and the def2-TZVPD basis", "elements": ["As", "F", "F", "F", "F", "F", "F", "C", "C", "C", "C", "C", "C", "N", "O", "O", "H", "H", "H", "H", "H", "C", "C", "C", "C", "C", "C", "N", "O", "O", "H", "H", "H", "H", "H", "C", "C", "C", "C", "C", "C", "N", "O", "O", "H", "H", "H", "H", "H", "C", "C", "C", "C", "C", "C", "N", "O", "O", "H", "H", "H", "H", "H", "C", "C", "C", "S", "O", "O", "C", "H", "H", "H", "H", "H", "H", "H", "H", "C", "C", "C", "S", "O", "O", "C", "H", "H", "H", "H", "H", "H", "H", "H", "C", "C", "C", "S", "O", "O", "C", "H", "H", "H", "H", "H", "H", "H", "H"], "positions_angstrom": [[0.00695, -1.12074, -0.34953], [-0.11351, -1.44204, -2.16542], [-1.68984, -0.52574, -0.03419], [0.32442, -0.66166, 1.40408], [1.70349, -1.73709, -0.55145], [0.61009, 0.58624, -0.74077], [-0.48608, -2.80146, 0.16390], [1.99805, 3.59301, 2.14549], [1.18531, 2.47975, 2.05309], [-0.19136, 2.63984, 1.85719], [-0.80487, 3.89060, 2.00442], [0.00843, 5.03302, 2.24993], [1.37271, 4.87006, 2.33803], [-2.32959, 4.05385, 1.97915], [-2.80630, 5.18332, 1.86565], [-2.94780, 2.93204, 2.01122], [3.07305, 3.63673, 2.05137], [1.61621, 1.48988, 2.02320], [-0.78461, 1.76909, 1.62002], [-0.39585, 6.02950, 2.34981], [1.96243, 5.75030, 2.54735], [2.08544, 4.85656, -1.64320], [3.33984, 5.52442, -1.73489], [4.44953, 4.86562, -1.20217], [4.32066, 3.60544, -0.60306], [3.14974, 2.91318, -0.67650], [1.95902, 3.56315, -1.12174], [5.53830, 2.94794, -0.10695], [5.26950, 1.88713, 0.49525], [6.70487, 3.26495, -0.38838], [1.16300, 5.26941, -2.02409], [3.43347, 6.51103, -2.16412], [5.46485, 5.22647, -1.27510], [3.14075, 1.84473, -0.51919], [1.00530, 3.05822, -1.07864], [-5.25018, -2.20965, 2.47796], [-5.72764, -3.27320, 3.25513], [-4.90918, -4.37559, 3.52424], [-3.50116, -4.32712, 3.24953], [-2.98427, -3.20452, 2.60332], [-3.86383, -2.11821, 2.18754], [-2.56248, -5.45010, 3.65707], [-2.96970, -6.59444, 3.69353], [-1.39171, -5.12846, 3.78533], [-5.86566, -1.40055, 2.11335], [-6.79907, -3.19566, 3.36666], [-5.16659, -5.15212, 4.22932], [-1.90774, -3.11976, 2.58603], [-3.49021, -1.26065, 1.64772], [-1.92889, 2.48236, -2.02153], [-1.56102, 3.76775, -2.25744], [-2.61368, 4.64145, -2.09417], [-3.93742, 4.23281, -2.07270], [-4.29982, 2.91325, -1.92196], [-3.27896, 2.06890, -1.97891], [-4.98011, 5.25701, -1.96186], [-5.96206, 4.86853, -1.39864], [-4.78464, 6.37700, -2.38533], [-1.01319, 1.92186, -1.90435], [-0.51191, 4.01079, -2.17567], [-2.47063, 5.71115, -2.05325], [-5.27148, 2.51755, -1.66563], [-3.47733, 1.02197, -1.80281], [2.72508, -7.37155, -0.04936], [1.31355, -6.73655, 0.41635], [1.09903, -5.28314, -0.22382], [2.03520, -5.34241, -1.75645], [2.97403, -4.24659, -1.58287], [1.24997, -5.64734, -2.97529], [2.91226, -6.92085, -1.42990], [2.90570, -8.44456, 0.01483], [3.39955, -6.90820, 0.67071], [1.33672, -6.54607, 1.48933], [0.52680, -7.47668, 0.27027], [1.66447, -4.69655, 0.50026], [0.04759, -5.03106, -0.36173], [3.92284, -6.89418, -1.83747], [2.48502, -7.67026, -2.09619], [0.00706, -1.71024, 4.47131], [0.76390, -0.45159, 4.69559], [1.86730, -0.65101, 5.67541], [2.35999, -2.42436, 5.65395], [2.07734, -3.10715, 6.93132], [3.72065, -2.46350, 5.07163], [0.98547, -2.88200, 4.42483], [-0.60361, -1.63693, 3.57141], [-0.71664, -2.12708, 5.17174], [0.16652, 0.45321, 4.80771], [1.27956, -0.19384, 3.77052], [1.71185, -0.19628, 6.65375], [2.64670, -0.07201, 5.18004], [0.55937, -3.84338, 4.71173], [1.52163, -2.90440, 3.47608], [1.06006, 1.07344, -5.40359], [-0.40199, 0.53330, -5.11725], [-1.05527, 0.43516, -6.45172], [-0.23425, 1.74114, -7.62122], [-1.25693, 2.72738, -7.87901], [0.46112, 0.96907, -8.65204], [0.99159, 2.22055, -6.34894], [1.68431, 0.28930, -5.83200], [1.64844, 1.26647, -4.50657], [-0.98349, 0.98230, -4.31205], [-0.25674, -0.38458, -4.54760], [-2.11589, 0.67688, -6.52071], [-0.82882, -0.58178, -6.77213], [0.56445, 3.12770, -5.92148], [1.92344, 2.38128, -6.89109]], "atomic_forces_ev_per_a": [[1.795, 0.006, 0.082], [-0.795, 0.561, 2.691], [1.945, -0.731, -1.052], [-0.247, -0.740, -1.767], [-2.085, 0.892, 0.708], [-1.019, -1.797, 0.264], [0.249, 2.188, -0.766], [-1.142, 2.087, 0.754], [0.193, 0.354, -0.743], [-0.839, 0.251, 0.642], [0.590, 0.857, 0.229], [-0.816, -0.888, -0.099], [0.427, -1.129, -0.516], [0.134, -2.440, -0.789], [0.492, -2.060, 0.399], [1.130, 3.822, 0.006], [0.098, -0.688, 0.396], [-0.092, -0.118, -0.324], [-0.122, -0.069, 0.153], [-0.340, -0.114, 0.098], [0.239, -0.010, -0.182], [0.224, -0.468, 0.246], [-0.392, -1.335, 0.777], [-0.128, 0.107, 0.107], [0.750, 1.626, -1.304], [-1.810, -0.516, -0.376], [2.185, 0.594, -0.100], [0.694, -3.274, 0.126], [0.773, 1.753, -0.327], [-2.242, 0.608, 0.342], [0.147, 0.586, -0.090], [-0.034, -0.063, -0.113], [-0.035, 0.461, 0.053], [-0.171, 0.023, 0.584], [0.125, -0.182, -0.053], [2.612, -0.153, -0.068], [0.247, -0.045, -1.655], [1.625, 0.322, 1.151], [-1.772, 0.987, -0.339], [-0.920, 1.096, 0.342], [-0.255, -2.223, 0.938], [0.036, 0.741, -1.139], [-0.335, 0.573, 0.333], [-0.435, -0.123, 0.288], [-0.324, -0.076, 0.231], [-0.084, -0.771, 0.812], [-0.670, -0.326, -0.359], [0.042, 0.098, -0.656], [0.308, -0.093, 0.013], [0.608, -1.045, -1.007], [-1.017, 0.430, 1.714], [-0.727, 2.046, -1.332], [0.612, 0.914, 0.461], [-1.118, 0.850, -0.165], [2.969, -2.727, 0.844], [1.177, -0.274, 0.103], [-1.737, 0.223, 0.451], [-0.012, 0.104, -0.096], [-0.667, -1.554, 0.065], [-0.177, 0.451, -0.371], [0.104, 0.175, -0.150], [-0.224, 0.518, -0.407], [0.143, -0.187, -0.025], [-0.891, 1.713, 2.043], [0.276, -0.626, -0.136], [0.345, -2.859, 0.640], [0.370, -0.788, -0.371], [-0.411, -0.537, -1.226], [0.955, 1.268, 1.847], [0.268, -0.207, -2.118], [-0.728, -0.026, 0.288], [0.565, 0.004, -0.307], [0.052, -0.281, 0.032], [-0.278, 0.349, -0.425], [-0.379, 0.835, -0.729], [0.346, 0.175, 0.041], [0.256, 0.667, 0.459], [-0.652, 0.236, -0.103], [-1.206, -2.061, -0.279], [-0.425, 0.680, -0.883], [1.062, 0.993, 0.359], [-0.052, 0.010, -0.054], [0.469, 1.022, -1.548], [-2.155, -0.332, 0.818], [1.664, 0.555, -0.110], [0.426, -0.077, -0.349], [-0.206, 1.213, 0.905], [-0.269, -0.181, 0.729], [-0.223, -0.472, -0.476], [-0.097, -0.694, 0.230], [0.815, -0.462, 0.772], [0.231, 0.145, -0.084], [-0.022, -0.307, -0.097], [-0.464, -0.804, 0.977], [1.557, 0.190, 1.500], [0.108, 0.279, -0.995], [-0.407, -3.554, 1.780], [0.771, 0.275, -0.428], [-0.568, 1.337, 0.297], [-0.392, 0.897, -1.059], [-0.426, -0.336, -0.445], [-0.428, 0.562, 0.269], [0.125, 1.407, -0.443], [0.029, -0.796, -0.855], [0.087, -0.188, 0.170], [-0.219, 0.282, -0.909], [0.305, 0.107, 0.136], [-0.076, 0.303, 0.106]], "homo_lumo_gap_ha": 0.3261, "max_force_ev_per_a": 4.12, "multiplicity": 1, "total_charge": -1}